# 1
{"formula": "C38H44GeHfN10OS3", "method": "the ωB97M-V functional and the def2-TZVPD basis", "elements": ["Hf", "O", "C", "N", "C", "C", "C", "C", "C", "C", "N", "C", "C", "C", "C", "C", "N", "H", "H", "H", "H", "H", "H", "H", "H", "H", "H", "N", "C", "N", "C", "C", "S", "C", "C", "S", "C", "N", "N", "H", "H", "H", "H", "H", "H", "N", "C", "C", "C", "C", "C", "C", "S", "N", "C", "C", "C", "C", "C", "C", "N", "H", "H", "H", "H", "H", "H", "H", "H", "H", "C", "C", "C", "C", "Ge", "C", "C", "C", "C", "H", "H", "H", "H", "H", "H", "H", "H", "H", "H", "H", "H", "H", "H", "H", "H", "H", "H", "H"], "coordinates": [[-2.06795, -0.03596, 0.76481], [-3.46914, -3.07082, 0.22367], [-2.54724, -2.39261, -0.18508], [-2.65059, -1.21655, -0.88780], [-4.00922, -0.97335, -1.38231], [-4.87262, -0.19234, -0.42990], [-6.20351, 0.03990, -0.74318], [-6.99583, 0.73928, 0.14780], [-6.43636, 1.14237, 1.36169], [-5.11360, 0.87648, 1.60592], [-4.30927, 0.23924, 0.71791], [-1.11000, -2.75848, 0.05138], [-0.71622, -4.08322, 0.10573], [0.63435, -4.35241, 0.26990], [1.51471, -3.28018, 0.39026], [1.01847, -1.98821, 0.35432], [-0.27992, -1.70960, 0.17593], [-4.50251, -1.93228, -1.55756], [-3.95739, -0.44827, -2.33902], [-6.60200, -0.33975, -1.67494], [-8.02831, 0.96486, -0.08490], [-7.02871, 1.66010, 2.10285], [-4.65794, 1.18501, 2.53629], [-1.46055, -4.86355, 0.01526], [0.99669, -5.37152, 0.31081], [2.57579, -3.44699, 0.51872], [1.68149, -1.14021, 0.49097], [-2.47849, 1.47727, 4.17865], [-2.21783, 2.31070, 3.15465], [-2.24818, 1.94889, 1.87716], [-1.89599, 3.02771, 1.06009], [-1.61007, 4.17040, 1.71543], [-1.77441, 3.95991, 3.41268], [-1.82553, 2.79931, -0.37505], [-1.89772, 3.71761, -1.35926], [-1.68555, 2.98264, -2.90084], [-1.48025, 1.45061, -2.14496], [-1.60755, 1.48415, -0.81531], [-1.13800, 0.33563, -2.84600], [-2.89650, 0.57977, 4.00821], [-2.57465, 1.85498, 5.10931], [-1.30641, 5.11942, 1.30338], [-2.08101, 4.77752, -1.28031], [-1.37436, 0.35370, -3.82977], [-1.38368, -0.53225, -2.36773], [1.14437, -0.84820, 3.60468], [2.24497, 0.04992, 3.53411], [3.33194, -0.14290, 4.36913], [4.41235, 0.72974, 4.31889], [4.39045, 1.81574, 3.46237], [3.28939, 2.02363, 2.63602], [2.24079, 1.12718, 2.65991], [0.89317, 1.35097, 1.50222], [-0.24469, 0.18071, 2.02659], [0.00227, -0.72402, 2.93271], [-1.09806, -1.69168, 3.18524], [-0.93681, -2.83661, 3.93946], [-2.03258, -3.66831, 4.16165], [-3.25829, -3.32122, 3.62234], [-3.34008, -2.17896, 2.84585], [-2.29017, -1.37304, 2.61188], [1.21744, -1.54550, 4.32862], [3.34266, -0.98080, 5.05766], [5.26680, 0.55701, 4.95848], [5.22560, 2.50067, 3.41547], [3.25461, 2.87939, 1.97344], [0.02332, -3.11141, 4.35325], [-1.92273, -4.56854, 4.75269], [-4.13767, -3.92794, 3.78716], [-4.27781, -1.89869, 2.38624], [4.62793, 2.97727, -1.24913], [4.09996, 3.47658, -2.59039], [3.51308, 2.34214, -3.43123], [2.11104, 1.91212, -2.92734], [2.21019, -0.03506, -2.67548], [1.63189, -1.41110, -3.97288], [2.46583, -1.18440, -5.25839], [3.75041, -2.00491, -5.28377], [4.67984, -1.67907, -4.11987], [5.00550, 3.80659, -0.65231], [5.44615, 2.27196, -1.40178], [3.84042, 2.47289, -0.67633], [4.91863, 3.92827, -3.15127], [3.34560, 4.25361, -2.44272], [4.22999, 1.50821, -3.39620], [3.43440, 2.63810, -4.47704], [1.32213, 2.16183, -3.63403], [1.88495, 2.38044, -1.96613], [3.35534, -0.36161, -1.68897], [0.57107, -1.26677, -4.15837], [1.78533, -2.41148, -3.56697], [2.71754, -0.12245, -5.38340], [1.83735, -1.45281, -6.10900], [4.26439, -1.79841, -6.22287], [3.50420, -3.06888, -5.28035], [4.88794, -0.60267, -4.07572], [5.63442, -2.19040, -4.23083], [4.25683, -2.00605, -3.16317]], "mulliken_charge": [-0.290, -0.567, -0.155, -0.162, -1.749, 1.124, -1.094, -0.463, -1.024, -0.205, 0.734, 0.965, -0.833, -0.927, -1.219, -0.612, 0.775, 0.766, 0.549, 0.594, 0.487, 0.514, 0.338, 0.677, 0.559, 0.648, 0.824, -0.149, 0.169, 0.545, -0.640, -0.246, -0.132, -0.347, -0.565, -0.023, -0.502, 0.986, 0.015, 0.088, 0.263, 0.526, 0.548, 0.332, 0.166, 0.288, -0.499, -0.745, -0.786, -0.863, -0.848, 1.300, 0.215, 0.236, 1.169, 0.197, -0.749, -1.062, -0.800, -0.388, 0.723, 0.207, 0.508, 0.456, 0.474, 0.530, 0.563, 0.535, 0.545, 0.455, -0.710, -0.914, -0.269, -0.373, -0.090, -0.441, -0.830, -0.524, -0.755, 0.408, 0.305, -0.022, 0.405, 0.372, -0.196, 0.422, 0.593, 0.434, 0.115, 0.436, 0.535, 0.306, 0.426, 0.384, 0.317, 0.116, 0.456, 0.144], "total_charge": 4, "molar_mass_da": 1004.14, "gap_ev": 6.3844, "lumo_energy_ev": -11.1, "max_force_ev_per_a": 1.5}

# 2
{"formula": "C38H45BrCl4MnN7O2", "method": "the ωB97M-V functional and the def2-TZVPD basis", "elements": ["Mn", "C", "C", "C", "C", "C", "C", "C", "C", "C", "C", "C", "C", "N", "C", "C", "C", "C", "C", "N", "C", "C", "C", "C", "H", "H", "H", "H", "H", "H", "H", "H", "H", "H", "H", "H", "H", "H", "H", "H", "H", "H", "H", "H", "H", "H", "H", "H", "H", "H", "H", "H", "H", "Cl", "C", "C", "Cl", "C", "Cl", "C", "O", "C", "O", "C", "Cl", "C", "N", "C", "N", "C", "N", "C", "N", "C", "C", "H", "H", "H", "H", "H", "H", "H", "H", "H", "H", "H", "H", "Br", "C", "C", "C", "C", "C", "N", "H", "H", "H", "H"], "coordinates": [[-0.65400, -0.40784, -0.88766], [-3.66338, -0.59383, 1.16705], [-2.96630, -0.63935, 2.52766], [-2.30372, -2.01308, 2.71368], [-1.97723, 0.47358, 2.88776], [-1.78111, 0.62842, 4.25997], [-0.96286, 1.60799, 4.78605], [-0.34708, 2.49927, 3.92637], [-0.49547, 2.38798, 2.55046], [0.17876, 3.42621, 1.67047], [1.60319, 3.78696, 2.12119], [-0.64380, 4.72445, 1.62478], [-1.27906, 1.33508, 2.01672], [-1.34105, 1.16061, 0.60882], [-2.03562, 2.03022, -0.05902], [-2.16618, 2.03528, -1.45145], [-2.83555, 3.00367, -2.21660], [-2.67661, 2.61527, -3.53252], [-1.93505, 1.41197, -3.52211], [-1.61248, 1.06892, -2.26440], [-1.55473, 0.62274, -4.75818], [-0.03680, 0.41292, -4.80136], [-2.25558, -0.74136, -4.74481], [-1.97353, 1.37544, -6.02440], [-4.46645, -1.33299, 1.16319], [-2.98447, -0.85032, 0.35722], [-4.09895, 0.38433, 0.95780], [-3.75669, -0.54972, 3.28182], [-1.45387, -2.10678, 2.03860], [-3.01566, -2.80735, 2.47951], [-1.95209, -2.15208, 3.73831], [-2.30436, -0.04007, 4.93520], [-0.81842, 1.68685, 5.85658], [0.25689, 3.30182, 4.33313], [0.24033, 3.02759, 0.65898], [1.58293, 4.45198, 2.98724], [2.10961, 4.31611, 1.31087], [2.20001, 2.91125, 2.37753], [-0.65819, 5.19211, 2.61177], [-1.67460, 4.55045, 1.32103], [-0.19508, 5.42326, 0.91468], [-2.57626, 2.80786, 0.48203], [-3.35308, 3.86983, -1.82939], [-3.04866, 3.13053, -4.40323], [0.27438, -0.19262, -3.95209], [0.48785, 1.37184, -4.76923], [0.25307, -0.10933, -5.71746], [-2.02684, -1.28514, -3.83102], [-1.94404, -1.34073, -5.60583], [-3.33952, -0.61154, -4.78847], [-1.48025, 2.34833, -6.09289], [-3.05370, 1.52812, -6.05100], [-1.69435, 0.78704, -6.90104], [-2.98765, -6.85342, -1.91667], [-2.15136, -5.48196, -1.27198], [-1.33736, -5.62173, -0.16053], [-1.13138, -7.17725, 0.57341], [-0.67334, -4.50260, 0.36125], [0.35941, -4.66407, 1.75087], [-0.81719, -3.23945, -0.20826], [-0.23964, -2.15765, 0.21893], [-1.65868, -3.09855, -1.36530], [-1.75359, -1.90131, -1.85897], [-2.29920, -4.22418, -1.87656], [-3.28992, -4.03296, -3.28569], [2.47253, 0.70631, 1.39808], [2.04836, -0.67970, 1.25000], [3.22843, -1.49833, 0.99989], [4.22359, -1.38489, 2.07751], [4.59182, 0.02647, 2.20976], [3.43990, 0.88514, 2.49220], [2.81625, 0.40678, 3.73244], [2.39896, -0.99064, 3.63810], [1.45265, -1.11550, 2.51784], [3.57509, -1.80086, 3.32766], [1.58953, 1.31370, 1.59410], [2.94798, 1.04690, 0.47309], [3.69794, -1.18558, 0.06117], [2.91926, -2.54319, 0.91330], [5.06406, 0.35936, 1.28113], [5.31103, 0.12634, 3.02786], [1.94403, 1.02539, 3.95578], [3.54233, 0.50868, 4.54515], [0.57576, -0.50202, 2.72647], [1.15065, -2.15579, 2.41815], [3.27009, -2.84554, 3.23534], [4.29877, -1.71080, 4.14311], [1.41268, 2.43393, -1.88974], [2.08660, 0.70855, -2.28075], [3.23929, 0.60568, -3.03457], [3.70560, -0.66312, -3.34258], [2.99340, -1.75727, -2.86657], [1.85941, -1.54393, -2.11508], [1.39059, -0.32140, -1.81816], [3.73968, 1.50210, -3.36840], [4.59841, -0.79203, -3.93869], [3.32247, -2.76553, -3.07429], [1.27840, -2.36621, -1.71212]], "mulliken_charge": [0.708, -1.920, 0.496, -1.308, 0.743, -0.647, -1.306, -0.830, 0.480, 1.987, -1.428, -1.770, -0.733, 1.733, -0.579, -0.216, -1.735, -1.008, -0.864, 1.194, 3.278, -1.399, -1.251, -2.621, 0.512, 0.202, 0.346, 0.527, -0.235, 0.541, 0.462, 0.395, 0.363, 0.323, -0.787, 0.450, 0.385, 0.374, 0.372, 0.333, 0.446, 0.470, 0.479, 0.547, -0.090, 0.348, 0.477, -0.206, 0.382, 0.426, 0.459, 0.456, 0.451, -0.245, 0.397, 0.197, -0.241, 0.341, -0.255, -0.560, 1.178, -0.581, -0.826, 0.339, -0.250, -0.585, 1.102, -0.733, 0.007, -0.804, 0.085, -0.384, 0.187, 0.488, -0.728, -0.671, 0.465, 0.291, 0.011, 0.385, 0.376, -0.101, 0.460, -0.801, -0.382, 0.353, 0.354, 0.018, -0.429, -0.858, -0.576, -0.775, -0.624, 1.430, 0.521, 0.449, 0.513, 0.247], "total_charge": -1, "molar_mass_da": 908.48, "gap_ev": [6.3464, 6.4129], "multiplicity": 2, "lumo_energy_ev": [2.2, 2.1], "max_force_ev_per_a": 1.7}

# 3
{"formula": "C38H45N3OP2PdSi", "method": "the ωB97M-V functional and the def2-TZVPD basis", "elements": ["Pd", "N", "P", "C", "C", "C", "C", "C", "C", "C", "C", "C", "C", "C", "C", "P", "C", "C", "C", "C", "C", "C", "C", "C", "C", "C", "C", "C", "H", "H", "H", "H", "H", "H", "H", "H", "H", "H", "H", "H", "H", "H", "H", "H", "H", "H", "H", "H", "H", "C", "Si", "C", "C", "C", "H", "H", "H", "H", "H", "H", "H", "H", "H", "H", "H", "N", "C", "N", "C", "C", "C", "C", "C", "C", "H", "H", "H", "H", "H", "H", "C", "C", "C", "O", "H", "H", "H", "H", "H", "H", "H"], "coordinates": [[-0.73084, 0.28324, 0.18565], [2.11773, -0.26639, -0.29771], [1.50921, 0.55668, 1.04755], [1.91178, -0.67899, 2.37852], [0.92162, -1.03240, 3.28283], [1.16503, -1.97649, 4.27332], [2.40764, -2.57978, 4.36254], [3.41187, -2.23166, 3.46481], [3.16449, -1.28446, 2.48550], [2.82262, 1.75992, 1.40147], [3.55304, 2.33301, 0.36185], [4.52598, 3.28180, 0.62975], [4.76847, 3.68241, 1.93675], [4.03991, 3.12156, 2.97444], [3.07699, 2.15909, 2.70944], [0.97073, -0.59795, -1.49446], [1.97576, -0.18022, -2.96716], [3.17278, -0.86315, -3.19131], [3.99203, -0.51285, -4.25032], [3.61622, 0.51403, -5.10745], [2.42039, 1.18202, -4.90346], [1.60180, 0.83510, -3.83676], [0.93081, -2.41463, -1.59287], [0.11720, -3.00625, -2.55680], [0.01561, -4.38453, -2.63623], [0.71871, -5.18407, -1.74473], [1.51932, -4.60071, -0.77558], [1.62622, -3.21905, -0.69704], [3.10929, -0.28833, -0.49921], [-0.05824, -0.57848, 3.20246], [0.37786, -2.24286, 4.96800], [2.59862, -3.32020, 5.12893], [4.38708, -2.69726, 3.53481], [3.95894, -1.00895, 1.79892], [3.34770, 2.04516, -0.66264], [5.09052, 3.71544, -0.18620], [5.52412, 4.42883, 2.14511], [4.22473, 3.42776, 3.99629], [2.52471, 1.71196, 3.52765], [3.45491, -1.68587, -2.54321], [4.91902, -1.04692, -4.41528], [4.25466, 0.78560, -5.93820], [2.11957, 1.97683, -5.57380], [0.67130, 1.36207, -3.67964], [-0.44446, -2.38580, -3.24790], [-0.61856, -4.83661, -3.38804], [0.63300, -6.26165, -1.80131], [2.05729, -5.22097, -0.06979], [2.22758, -2.76271, 0.07961], [-2.71359, -0.24914, 3.15678], [-2.76466, -1.71090, 1.92132], [-4.43929, -1.68504, 1.02663], [-2.71125, -3.28254, 2.98038], [-1.37439, -1.66875, 0.69428], [-3.68585, 0.24765, 3.21030], [-1.97564, 0.51257, 2.88962], [-2.47697, -0.59531, 4.16615], [-5.18391, -1.08396, 1.55413], [-4.83924, -2.69836, 0.94569], [-4.35115, -1.29237, 0.01338], [-3.56860, -3.34870, 3.65539], [-1.80233, -3.30546, 3.58692], [-2.70693, -4.17690, 2.35387], [-1.67732, -2.20618, -0.21263], [-0.47654, -2.16742, 1.07167], [-4.92997, 2.13967, 0.70939], [-3.59722, 2.14940, 1.00150], [-2.87115, 1.59836, 0.07279], [-3.76470, 1.18751, -0.89921], [-3.52597, 0.52541, -2.10089], [-4.62069, 0.20445, -2.87843], [-5.92485, 0.53461, -2.47888], [-6.17562, 1.19761, -1.29346], [-5.07086, 1.51789, -0.51418], [-5.65961, 2.50162, 1.29631], [-3.21317, 2.58208, 1.91160], [-2.51582, 0.26666, -2.39480], [-4.47593, -0.31637, -3.81575], [-6.75498, 0.26061, -3.11636], [-7.18407, 1.44505, -0.98915], [0.43943, 4.53139, 0.09774], [0.57593, 3.31634, -0.81679], [-0.52887, 3.31755, -1.87038], [0.52628, 2.14431, -0.05522], [0.42963, 5.46687, -0.46741], [1.26871, 4.55916, 0.80718], [-0.49258, 4.45195, 0.66269], [1.55533, 3.39309, -1.32408], [-1.49983, 3.32107, -1.37261], [-0.47599, 2.41371, -2.47607], [-0.46856, 4.18851, -2.52848]], "mulliken_charge": [-0.857, -0.237, 1.123, 0.666, -0.233, -0.556, -0.572, -0.677, -0.341, 0.404, -0.460, -0.729, -0.575, -0.584, -0.688, 0.565, 0.676, -0.509, -0.791, -0.495, -0.688, -0.055, 0.561, -0.657, -0.631, -0.543, -0.700, -0.121, 0.454, 0.169, 0.459, 0.388, 0.423, 0.350, 0.265, 0.418, 0.381, 0.418, 0.422, 0.393, 0.413, 0.383, 0.436, 0.071, 0.384, 0.415, 0.390, 0.437, 0.425, -1.224, 0.530, -1.040, -1.210, -0.582, 0.470, 0.151, 0.451, 0.316, 0.472, 0.065, 0.307, 0.285, 0.328, 0.597, 0.360, -0.007, -1.072, 0.237, 0.375, -0.028, -0.690, -0.513, -1.127, 0.646, 0.203, 0.586, 0.267, 0.409, 0.384, 0.433, -1.469, 0.402, -1.038, -0.077, 0.392, 0.282, 0.214, 0.177, 0.156, -0.052, 0.443], "molar_mass_da": 756.25, "gap_ev": [6.6753, 6.9516], "multiplicity": 3, "lumo_energy_ev": [0.6, -0.8], "max_force_ev_per_a": 0.6}